1.
The following is a quantum chemistry calculation of the molecule C4H10NO, from the Open Molecules 2025 dataset.

## Properties
Lowest unoccupied orbital energy (alpha / beta) = 0.97 / -1.76 eV
2S+1 = 2
Charge = 0
Molar mass = 88.13 g/mol
Energy = -288.25465 a.u.
Frontier orbital gap (alpha / beta) = 10.0 / 7.3 eV

Geometry (Å):
H1 -0.244 1.519 -1.374
H2 -1.425 0.471 -1.801
O1 2.214 -1.412 -1.276
H3 0.945 -1.069 1.272
H4 1.030 0.820 1.242
H5 2.908 0.232 -0.128
H6 -1.758 -0.853 1.910
C1 2.003 -0.312 -0.602
C2 0.831 -0.179 0.611
H7 -1.521 1.063 1.401
H8 -0.615 -1.217 -0.536
C3 -1.760 -0.068 1.096
H9 1.579 0.488 -1.270
C4 -0.522 -0.175 -0.063
N1 -0.966 0.836 -0.958
H10 -2.699 -0.143 0.476



2.
The following is a quantum chemistry calculation of the ion C4H10NO with charge +1, from the Open Molecules 2025 dataset.

## Properties
Lowest unoccupied orbital energy (alpha / beta) = -5.69 / -5.69 eV
Charge = +1
Molar mass = 88.13 g/mol
Energy = -287.95776 a.u.
Frontier orbital gap (alpha / beta) = 8.6 / 8.6 eV

Geometry (Å):
C1 -2.378 0.497 0.466
C2 1.023 0.434 -0.579
H1 -2.814 1.262 1.042
H2 0.446 -2.016 -0.981
C3 -0.571 -1.558 -0.544
H3 -2.933 -0.442 0.602
C4 1.946 0.884 0.614
H4 -1.405 -1.647 -1.305
H5 1.013 1.381 -1.229
H6 1.279 1.253 1.392
H7 2.552 1.858 0.224
H8 2.622 0.216 1.135
O1 -1.158 0.653 0.180
H9 -0.816 -2.102 0.458
N1 -0.301 -0.222 -0.269
H10 1.496 -0.449 -1.205



3.
The following is a quantum chemistry calculation of a cluster of 2 separate species, C4H10NO in total, from the Open Molecules 2025 dataset.

## Properties
Lowest unoccupied orbital energy = -5.47 eV
Charge = +1
Molar mass = 88.13 g/mol
Energy = -288.09402 a.u.
Frontier orbital gap = 7.3 eV

Geometry (Å):
C1 1.331 -0.962 -0.275
H1 -1.856 2.016 -0.684
H2 0.577 -0.204 -0.456
C2 -0.293 -2.746 0.207
H3 -0.352 -3.565 -0.508
O1 -0.303 4.290 -0.441
H4 2.384 -0.706 -0.311
H5 -1.018 -1.969 0.003
H6 -0.586 3.547 1.386
H7 1.842 -2.785 0.171
N1 1.055 -2.152 0.070
C3 -0.558 3.391 0.297
H8 -0.869 1.240 0.551
H9 -0.122 1.771 -0.986
H10 -0.365 -3.175 1.202
C4 -0.868 2.008 -0.224



4.
The following is a quantum chemistry calculation of a cluster of 2 separate species, C4H10NO in total, from the Open Molecules 2025 dataset.

## Properties
Lowest unoccupied orbital energy = -5.42 eV
Charge = +1
Molar mass = 88.13 g/mol
Energy = -288.05614 a.u.
Frontier orbital gap = 9.3 eV

Geometry (Å):
H1 0.047 0.419 -1.736
H2 1.982 2.245 0.639
O1 0.885 -0.578 1.002
H3 -0.661 -2.211 0.641
N1 -2.193 -0.723 0.423
C1 -1.034 -1.279 0.899
H4 -0.854 -1.159 1.938
H5 -2.479 0.236 0.760
C2 0.805 -0.303 -1.275
C3 1.193 0.138 0.092
H6 1.087 2.086 -0.822
H7 -2.243 -0.764 -0.572
C4 1.144 1.693 0.199
H8 1.547 -0.319 -2.002
H9 0.435 -1.339 -1.141
H10 0.339 1.856 0.955